Formula: C11H18N2O2
Source: the OMol25 dataset
Level of theory: the ωB97M-V functional and the def2-TZVPD basis

Last columns: bonded neighbours and bond lengths (Å).
Atoms and positions in Å:
1 O -1.46539 3.99967 -3.08350  C3 1.212
2 O -2.07284 1.29745 4.88247  C4 1.217
3 C -1.00638 2.89638 -3.28673  O1 1.212, N5 1.202
4 C -1.05686 0.85163 4.38200  O2 1.217, N6 1.228
5 N -0.66114 1.74979 -3.39608  C3 1.202, C10 1.487
6 N -0.11613 0.38150 3.74825  C4 1.228, C11 1.479
7 C 1.56378 -1.52164 -1.40544  C14 1.530, H16 1.117, H17 1.103, H18 1.096
8 C 1.53131 -1.21138 1.76817  C15 1.547, H19 1.096, H20 1.093, H21 1.080
9 C -0.93228 -1.09683 1.13239  C15 1.512, H22 1.109, H23 1.095, H24 1.078
10 C -1.42704 0.80550 -2.54036  N5 1.487, C12 1.556, H25 1.128, H26 1.094
11 C 0.13422 0.82394 2.35891  N6 1.479, C15 1.570, H27 1.087, H28 1.127
12 C -0.58445 -0.46087 -2.21356  C10 1.556, C14 1.550, H29 1.079, H30 1.063
13 C 0.63629 0.46104 -0.04436  C14 1.551, C15 1.587, H31 1.070, H32 1.073
14 C 0.73160 -0.23836 -1.42549  C7 1.530, C12 1.550, C13 1.551, H33 1.102
15 C 0.35378 -0.32086 1.30696  C8 1.547, C9 1.512, C11 1.570, C13 1.587
16 H 2.48952 -1.35087 -0.80328  C7 1.117
17 H 1.80441 -1.91370 -2.40767  C7 1.103
18 H 0.99527 -2.31416 -0.90495  C7 1.096
19 H 2.54093 -0.82023 1.59546  C8 1.096
20 H 1.47168 -2.18537 1.27638  C8 1.093
21 H 1.42574 -1.34156 2.83537  C8 1.080
22 H -1.28422 -1.49545 2.10519  C9 1.109
23 H -0.82133 -1.92754 0.42763  C9 1.095
24 H -1.68629 -0.41526 0.77204  C9 1.078
25 H -2.38265 0.50160 -3.05763  C10 1.128
26 H -1.77200 1.24701 -1.60084  C10 1.094
27 H -0.70395 1.44207 2.04644  C11 1.087
28 H 1.01620 1.52335 2.42007  C11 1.127
29 H -0.31317 -0.90502 -3.15839  C12 1.079
30 H -1.21276 -1.13232 -1.68065  C12 1.063
31 H -0.07068 1.25962 -0.12368  C13 1.070
32 H 1.57790 0.94400 0.13126  C13 1.073
33 H 1.29693 0.46688 -2.05638  C14 1.102

Properties
Kohn-Sham gap ... 10.9 eV
ΔE to the lowest compared entry with this formula, charge and spin ... 260.1 kJ/mol
Total charge ... 0
E ... -689.91589 a.u.